Here is a 5-piece molecular cluster, C50H56BClFN2O22 overall in a non-equilibrium geometry from the OMol25 dataset. Energies are from the ωB97M-V functional and the def2-TZVPD basis.

CARTESIAN COORDINATES (ANGSTROEM)
C1 -2.92 -5.31 -0.47
C2 -2.73 -5.08 -1.97
C3 -1.38 -4.36 -2.31
C4 -1.65 -2.88 -2.50
O1 -2.22 -2.35 -1.28
C5 -1.61 -1.18 -0.88
C6 -0.25 -1.33 -0.19
C7 1.04 -0.99 -0.97
C8 1.68 -2.28 -1.45
O2 1.93 -2.57 -2.59
F1 2.01 -3.15 -0.46
N1 -0.40 -0.94 1.21
C9 0.69 -1.21 2.14
C10 1.76 -0.08 2.24
C11 1.25 1.36 1.98
C12 1.71 2.00 0.66
O3 3.08 1.72 0.37
C13 3.32 1.91 -0.98
C14 4.03 0.81 -1.74
O4 3.01 2.94 -1.54
C15 -1.55 -0.43 1.45
B1 -2.06 0.04 2.92
O5 -3.07 0.91 3.02
O6 -1.48 -0.44 4.08
C16 -1.80 -1.84 4.32
C17 -3.19 -2.06 4.94
C18 -2.43 -0.30 0.21
C19 -2.47 1.09 -0.49
C20 -3.08 2.25 0.31
C21 -2.95 3.54 -0.54
Cl1 -4.81 2.05 0.67
C22 -3.76 -1.02 0.29
C23 -4.77 -0.86 -0.65
C24 -5.91 -1.59 -0.47
N2 -6.19 -2.43 0.51
C25 -5.22 -2.59 1.40
C26 -4.04 -1.92 1.28
H1 -3.95 -5.64 -0.31
H2 -2.24 -6.05 -0.05
H3 -2.81 -4.39 0.10
H4 -3.52 -4.44 -2.36
H5 -2.79 -6.02 -2.50
H6 -0.99 -4.80 -3.23
H7 -0.65 -4.56 -1.51
H8 -2.40 -2.72 -3.28
H9 -0.76 -2.33 -2.81
H10 -1.49 -0.54 -1.76
H11 -0.18 -2.43 -0.11
H12 0.81 -0.44 -1.88
H13 1.81 -0.50 -0.37
H14 1.19 -2.10 1.76
H15 0.36 -1.46 3.14
H16 2.60 -0.33 1.59
H17 2.13 -0.11 3.27
H18 1.66 1.98 2.78
H19 0.17 1.47 2.03
H20 1.52 3.07 0.71
H21 1.06 1.62 -0.14
H22 4.68 0.22 -1.08
H23 4.59 1.26 -2.54
H24 3.31 0.11 -2.19
H25 -3.56 0.77 3.84
H26 -1.07 -2.18 5.06
H27 -1.63 -2.46 3.43
H28 -3.09 -2.30 5.99
H29 -3.84 -1.19 4.88
H30 -3.65 -2.90 4.43
H31 -1.46 1.38 -0.80
H32 -3.06 0.99 -1.40
H33 -2.47 2.42 1.20
H34 -3.65 4.27 -0.14
H35 -1.93 3.93 -0.51
H36 -3.25 3.30 -1.56
H37 -4.65 -0.20 -1.49
H38 -6.68 -1.48 -1.23
H39 -5.40 -3.26 2.23
H40 -3.27 -2.11 2.03
C27 8.50 3.49 -1.66
C28 9.15 4.28 -0.79
C29 8.41 5.28 0.07
O7 9.03 5.96 0.85
C30 6.96 5.37 -0.09
C31 6.32 4.57 -0.96
C32 7.05 3.57 -1.79
O8 6.41 2.86 -2.55
O9 5.00 4.62 -1.13
O10 10.47 4.22 -0.67
H41 9.01 2.77 -2.28
H42 6.44 6.09 0.52
H43 4.78 3.96 -1.81
H44 10.78 4.88 -0.01
C33 -7.74 -7.18 -5.11
C34 -6.89 -6.53 -4.30
C35 -5.64 -7.18 -3.79
O11 -4.90 -6.53 -3.06
C36 -5.36 -8.55 -4.17
C37 -6.21 -9.20 -4.99
C38 -7.45 -8.55 -5.52
O12 -8.17 -9.18 -6.27
O13 -6.00 -10.46 -5.37
O14 -7.11 -5.28 -3.89
H45 -8.64 -6.72 -5.49
H46 -4.47 -9.01 -3.79
H47 -6.75 -10.69 -5.95
H48 -6.35 -5.06 -3.31
C39 12.53 8.41 -0.25
C40 13.51 9.12 -0.84
C41 14.83 8.50 -1.20
O15 15.66 9.20 -1.74
C42 15.04 7.10 -0.87
C43 14.07 6.39 -0.28
C44 12.74 7.01 0.05
O16 11.89 6.31 0.57
O17 14.23 5.11 0.04
O18 13.36 10.40 -1.14
H49 11.58 8.84 0.01
H50 16.00 6.67 -1.11
H51 13.39 4.83 0.45
H52 14.21 10.68 -1.55
C45 -7.70 -0.11 2.95
C46 -8.50 0.95 2.76
C47 -9.04 1.74 3.91
O19 -9.74 2.70 3.68
C48 -8.70 1.31 5.26
C49 -7.90 0.25 5.44
C50 -7.34 -0.52 4.28
O20 -6.59 -1.47 4.50
O21 -7.55 -0.19 6.66
O22 -8.85 1.36 1.54
H53 -7.30 -0.68 2.12
H54 -9.11 1.87 6.09
H55 -6.98 -0.96 6.51
H56 -9.42 2.14 1.67

## Properties
Net charge: +1
E in Eh: -4288.3961
Frontier orbital gap in eV: 6.409

Results of the Löwdin charge analysis, in e, for atoms 1 through 99: -0.094 -0.246 -0.148 -0.156 -0.082 -0.223 -0.133 -0.003 -0.434 0.178 0.100 0.072 -0.064 -0.101 -0.125 -0.186 -0.009 -0.483 0.042 0.115 0.073 -0.610 0.213 0.057 -0.214 -0.033 -0.191 -0.136 -0.703 -0.111 0.727 -0.180 -0.037 -0.135 0.092 -0.121 -0.019 0.074 0.076 0.048 0.094 0.085 0.121 0.110 0.137 0.112 0.150 0.165 0.140 0.101 0.136 0.114 0.106 0.125 0.126 0.105 0.137 0.108 0.101 0.078 0.076 0.136 0.127 0.110 0.087 0.068 0.083 0.132 0.119 0.096 0.067 0.083 0.083 0.116 0.121 0.119 0.101 0.071 -0.222 -0.311 0.126 0.077 -0.232 -0.310 0.088 0.095 0.108 0.135 0.135 0.082 0.082 0.080 -0.233 -0.296 0.080 0.077 -0.234 -0.311 0.123